[1]
{
  "formula": "C50H106N6O14",
  "method": "the ωB97M-V functional and the def2-TZVPD basis",
  "homo_energy_ev": -8.94,
  "mol_weight_g_mol": 1015.43,
  "symbols": ["C", "O", "N", "C", "C", "H", "H", "H", "H", "H", "H", "H", "C", "O", "N", "C", "C", "H", "H", "H", "H", "H", "H", "H", "C", "O", "N", "C", "C", "H", "H", "H", "H", "H", "H", "H", "C", "O", "N", "C", "C", "H", "H", "H", "H", "H", "H", "H", "C", "O", "N", "C", "C", "H", "H", "H", "H", "H", "H", "H", "C", "O", "N", "C", "C", "H", "H", "H", "H", "H", "H", "H", "C", "C", "C", "O", "C", "H", "H", "H", "H", "H", "H", "H", "H", "C", "C", "C", "O", "C", "H", "H", "H", "H", "H", "H", "H", "H", "C", "C", "C", "O", "C", "H", "H", "H", "H", "H", "H", "H", "H", "C", "C", "C", "O", "C", "H", "H", "H", "H", "H", "H", "H", "H", "C", "C", "C", "O", "C", "H", "H", "H", "H", "H", "H", "H", "H", "C", "C", "C", "O", "C", "H", "H", "H", "H", "H", "H", "H", "H", "C", "C", "C", "O", "C", "H", "H", "H", "H", "H", "H", "H", "H", "C", "C", "C", "O", "C", "H", "H", "H", "H", "H", "H", "H", "H"],
  "coordinates": [[15.88, -13.48, -0.68], [15.89, -13.89, -1.84], [15.49, -14.24, 0.41], [15.23, -13.50, 1.59], [14.96, -15.63, 0.32], [16.30, -12.48, -0.53], [15.47, -13.98, 2.55], [14.25, -13.01, 1.64], [15.96, -12.70, 1.62], [15.24, -16.06, -0.64], [15.42, -16.21, 1.12], [13.88, -15.61, 0.44], [14.20, -8.43, 19.53], [13.79, -8.28, 20.64], [14.80, -7.44, 18.79], [15.09, -6.14, 19.39], [15.25, -7.73, 17.41], [14.17, -9.38, 18.99], [14.99, -5.35, 18.64], [16.14, -6.15, 19.67], [14.47, -5.83, 20.22], [14.96, -7.08, 16.58], [16.32, -7.59, 17.51], [15.16, -8.77, 17.08], [21.44, -20.21, 4.85], [21.01, -19.39, 5.66], [22.41, -21.13, 5.20], [23.07, -22.10, 4.32], [23.04, -21.04, 6.53], [21.04, -20.30, 3.82], [24.05, -21.73, 4.03], [22.51, -22.34, 3.41], [23.24, -23.04, 4.85], [23.07, -22.04, 6.96], [24.04, -20.66, 6.32], [22.46, -20.32, 7.10], [15.47, -1.61, 12.10], [14.62, -1.16, 12.88], [15.72, -1.12, 10.88], [16.94, -1.59, 10.25], [15.05, -0.01, 10.26], [16.11, -2.49, 12.29], [17.50, -2.22, 10.95], [17.60, -0.76, 9.99], [16.72, -2.29, 9.44], [14.54, -0.38, 9.36], [14.22, 0.42, 10.82], [15.71, 0.80, 9.97], [13.29, -15.27, 14.33], [13.10, -14.11, 14.60], [14.33, -16.05, 14.68], [14.39, -17.48, 14.24], [15.39, -15.61, 15.53], [12.52, -15.75, 13.71], [14.52, -18.05, 15.15], [15.22, -17.63, 13.54], [13.56, -17.79, 13.60], [15.25, -14.61, 15.95], [15.63, -16.39, 16.24], [16.31, -15.42, 14.98], [18.89, -10.26, 9.05], [18.76, -9.04, 9.22], [19.67, -11.06, 9.77], [19.68, -12.47, 9.62], [20.51, -10.55, 10.79], [18.36, -10.76, 8.23], [19.21, -12.91, 8.74], [19.22, -13.00, 10.46], [20.67, -12.90, 9.55], [20.61, -9.47, 10.89], [20.26, -10.79, 11.82], [21.56, -10.84, 10.69], [22.94, -20.06, 17.44], [23.40, -19.14, 16.34], [22.06, -18.93, 15.61], [21.02, -19.47, 16.47], [21.60, -19.56, 17.73], [23.67, -19.95, 18.24], [22.95, -21.12, 17.17], [24.21, -19.61, 15.78], [23.73, -18.18, 16.74], [22.12, -19.42, 14.64], [21.97, -17.92, 15.21], [20.92, -20.15, 18.33], [21.63, -18.57, 18.20], [10.74, -19.51, 7.93], [11.64, -18.89, 6.92], [11.56, -17.43, 7.12], [10.76, -17.34, 8.29], [9.87, -18.44, 8.42], [11.30, -19.93, 8.77], [10.02, -20.26, 7.60], [11.37, -19.14, 5.89], [12.65, -19.23, 7.13], [11.00, -16.99, 6.29], [12.57, -17.07, 7.30], [9.05, -18.18, 7.75], [9.54, -18.57, 9.45], [24.51, -11.77, 0.84], [24.37, -12.95, 1.75], [23.05, -12.67, 2.50], [22.79, -11.26, 2.26], [23.89, -10.62, 1.63], [23.79, -11.87, 0.02], [25.50, -11.59, 0.40], [25.21, -12.89, 2.44], [24.39, -13.88, 1.17], [23.24, -12.89, 3.55], [22.26, -13.23, 2.00], [24.55, -10.34, 2.44], [23.80, -9.77, 0.96], [29.44, -8.88, 16.80], [29.59, -8.34, 18.22], [28.23, -8.40, 18.79], [27.36, -8.23, 17.70], [27.96, -8.51, 16.52], [29.56, -9.97, 16.84], [30.19, -8.43, 16.15], [29.87, -7.28, 18.15], [30.36, -8.88, 18.77], [28.09, -7.56, 19.47], [28.15, -9.36, 19.30], [27.91, -7.53, 16.04], [27.58, -9.32, 15.91], [16.53, -4.54, 1.69], [15.40, -4.37, 0.74], [15.45, -5.68, -0.05], [15.80, -6.61, 0.99], [16.44, -5.97, 2.09], [16.46, -3.91, 2.58], [17.51, -4.35, 1.24], [15.60, -3.47, 0.16], [14.42, -4.26, 1.20], [16.23, -5.64, -0.80], [14.45, -5.88, -0.43], [17.43, -6.34, 2.33], [15.71, -6.05, 2.90], [27.85, -14.31, 10.70], [27.50, -14.14, 9.23], [27.83, -12.67, 8.91], [28.97, -12.45, 9.73], [29.20, -13.48, 10.58], [27.91, -15.39, 10.85], [27.10, -13.80, 11.31], [26.48, -14.45, 9.03], [28.19, -14.84, 8.76], [27.00, -11.99, 9.10], [28.28, -12.59, 7.92], [29.68, -13.15, 11.50], [29.95, -14.15, 10.15], [20.71, -2.31, 17.84], [21.86, -3.19, 17.76], [21.97, -3.61, 19.24], [21.21, -2.68, 20.00], [20.86, -1.56, 19.13], [19.80, -2.91, 17.97], [20.59, -1.66, 16.97], [22.70, -2.54, 17.50], [21.80, -3.98, 17.01], [23.00, -3.46, 19.55], [21.53, -4.58, 19.48], [21.58, -0.74, 19.12], [19.94, -1.10, 19.48], [24.11, -3.81, 7.15], [25.20, -3.30, 8.09], [25.02, -4.24, 9.30], [24.62, -5.50, 8.74], [24.31, -5.31, 7.31], [24.30, -3.55, 6.11], [23.16, -3.40, 7.47], [25.13, -2.23, 8.29], [26.18, -3.59, 7.71], [24.16, -3.90, 9.87], [25.89, -4.43, 9.93], [23.45, -5.86, 6.94], [25.21, -5.66, 6.81]]
}

=====

[2]
{
  "formula": "C50H109N3O8",
  "method": "the ωB97M-V functional and the def2-TZVPD basis",
  "homo_energy_ev": -8.04,
  "e_above_lowest_ev": 3.148,
  "mol_weight_g_mol": 880.43,
  "smiles": "CCN(CC)CC.CCN(CC)CC.CCN(CC)CC.C1CCOC1.C1CCOC1.C1CCOC1.C1CCOC1.C1CCOC1.C1CCOC1.C1CCOC1.C1CCOC1",
  "symbols": ["C", "C", "C", "O", "C", "H", "H", "H", "H", "H", "H", "H", "H", "C", "C", "C", "O", "C", "H", "H", "H", "H", "H", "H", "H", "H", "C", "C", "C", "O", "C", "H", "H", "H", "H", "H", "H", "H", "H", "C", "C", "C", "O", "C", "H", "H", "H", "H", "H", "H", "H", "H", "C", "C", "C", "O", "C", "H", "H", "H", "H", "H", "H", "H", "H", "C", "C", "C", "O", "C", "H", "H", "H", "H", "H", "H", "H", "H", "C", "C", "C", "O", "C", "H", "H", "H", "H", "H", "H", "H", "H", "C", "C", "C", "O", "C", "H", "H", "H", "H", "H", "H", "H", "H", "C", "C", "N", "C", "C", "C", "C", "H", "H", "H", "H", "H", "H", "H", "H", "H", "H", "H", "H", "H", "H", "H", "C", "C", "N", "C", "C", "C", "C", "H", "H", "H", "H", "H", "H", "H", "H", "H", "H", "H", "H", "H", "H", "H", "C", "C", "N", "C", "C", "C", "C", "H", "H", "H", "H", "H", "H", "H", "H", "H", "H", "H", "H", "H", "H", "H"],
  "coordinates": [[3.77, 6.59, -1.39], [4.18, 5.12, -1.38], [2.89, 4.53, -1.94], [1.81, 5.46, -1.66], [2.35, 6.56, -0.89], [3.94, 6.98, -2.39], [4.43, 7.16, -0.74], [4.38, 4.76, -0.37], [5.08, 4.86, -1.94], [2.58, 3.66, -1.36], [2.96, 4.35, -3.02], [2.21, 6.33, 0.17], [1.73, 7.43, -1.13], [-1.62, 4.62, -2.98], [-2.52, 4.98, -4.15], [-2.96, 6.39, -3.74], [-2.20, 6.72, -2.59], [-1.07, 5.91, -2.50], [-0.82, 3.92, -3.22], [-2.18, 4.13, -2.19], [-3.37, 4.33, -4.28], [-1.91, 4.94, -5.05], [-4.02, 6.49, -3.52], [-2.67, 7.11, -4.50], [-0.83, 5.94, -1.44], [-0.14, 6.23, -2.97], [-2.16, -1.25, 7.69], [-2.80, -2.19, 6.79], [-1.61, -2.74, 6.03], [-0.81, -1.58, 5.77], [-1.10, -0.61, 6.82], [-1.75, -1.75, 8.57], [-2.81, -0.45, 8.05], [-3.44, -1.69, 6.06], [-3.38, -3.00, 7.24], [-2.02, -3.16, 5.11], [-1.08, -3.54, 6.56], [-1.46, 0.30, 6.34], [-0.22, -0.36, 7.42], [0.04, -8.73, -0.45], [-0.50, -7.59, 0.38], [-0.66, -6.39, -0.60], [0.17, -6.80, -1.73], [0.96, -7.89, -1.42], [-0.67, -9.29, -1.04], [0.68, -9.47, 0.03], [0.08, -7.27, 1.25], [-1.52, -7.81, 0.71], [-0.31, -5.47, -0.13], [-1.68, -6.44, -0.97], [1.94, -7.74, -0.96], [1.24, -8.54, -2.25], [-3.00, 6.23, 2.67], [-2.60, 5.81, 1.25], [-3.07, 4.36, 1.14], [-4.29, 4.49, 1.85], [-4.40, 5.55, 2.83], [-3.05, 7.32, 2.68], [-2.35, 5.93, 3.49], [-1.51, 5.79, 1.21], [-2.99, 6.55, 0.55], [-2.33, 3.71, 1.61], [-3.25, 4.09, 0.10], [-4.45, 5.21, 3.87], [-5.12, 6.31, 2.53], [3.96, 1.01, -2.67], [3.73, -0.12, -1.68], [4.62, 0.29, -0.48], [5.65, 1.18, -1.05], [5.50, 1.16, -2.49], [3.39, 1.88, -2.33], [3.73, 0.83, -3.72], [4.09, -1.06, -2.10], [2.74, -0.30, -1.26], [5.04, -0.60, -0.02], [3.91, 0.86, 0.12], [6.17, 0.41, -2.91], [5.88, 2.12, -2.85], [3.62, -4.98, 4.15], [2.74, -3.75, 4.05], [1.29, -4.30, 4.08], [1.51, -5.52, 3.37], [2.89, -5.91, 3.15], [3.58, -5.42, 5.15], [4.65, -4.77, 3.86], [2.84, -3.17, 3.13], [2.86, -2.95, 4.78], [0.57, -3.59, 3.68], [0.99, -4.66, 5.06], [3.09, -5.79, 2.08], [3.06, -6.99, 3.20], [3.89, 3.40, 4.62], [5.27, 3.31, 4.10], [5.56, 1.81, 3.79], [4.31, 1.29, 4.35], [3.20, 2.11, 4.16], [3.27, 4.27, 4.38], [3.92, 3.38, 5.71], [6.09, 3.64, 4.73], [5.37, 3.98, 3.24], [6.28, 1.39, 4.49], [5.86, 1.61, 2.77], [2.35, 1.71, 4.71], [2.95, 2.03, 3.10], [-4.25, -2.79, 2.17], [-4.83, -3.00, 0.73], [-4.08, -3.85, -0.13], [-4.82, -4.90, -0.80], [-5.40, -5.87, 0.29], [-3.31, -3.10, -1.13], [-4.15, -2.61, -2.37], [-5.06, -2.40, 2.79], [-3.35, -2.18, 2.17], [-3.89, -3.80, 2.37], [-5.82, -3.43, 0.91], [-5.02, -2.06, 0.21], [-5.61, -4.60, -1.50], [-4.13, -5.57, -1.31], [-5.71, -6.86, -0.04], [-4.73, -6.02, 1.14], [-6.30, -5.48, 0.76], [-2.57, -3.80, -1.52], [-2.71, -2.27, -0.75], [-4.38, -3.45, -3.03], [-3.69, -1.80, -2.94], [-5.14, -2.22, -2.11], [0.30, 2.52, 0.20], [-0.31, 1.09, 0.03], [0.59, 0.08, 0.42], [0.15, -1.26, -0.08], [1.23, -2.41, 0.15], [1.06, 0.18, 1.82], [0.02, -0.34, 2.78], [0.11, 3.32, -0.52], [1.36, 2.32, 0.05], [0.00, 2.85, 1.20], [-1.21, 1.06, 0.64], [-0.67, 0.92, -0.99], [-0.80, -1.53, 0.39], [0.05, -1.32, -1.17], [2.22, -2.04, -0.12], [1.32, -2.77, 1.18], [1.01, -3.36, -0.34], [1.40, 1.18, 2.09], [1.95, -0.43, 1.97], [-0.50, -1.26, 2.50], [-0.71, 0.40, 3.11], [0.55, -0.61, 3.70], [0.98, -1.51, -7.25], [0.52, -0.07, -7.08], [-0.81, 0.16, -6.51], [-1.43, 1.55, -6.73], [-1.77, 1.74, -8.17], [-0.80, -0.28, -5.08], [-0.02, 0.76, -4.18], [0.73, -2.09, -6.35], [2.04, -1.50, -7.49], [0.50, -1.87, -8.15], [1.22, 0.45, -6.42], [0.40, 0.27, -8.11], [-2.29, 1.62, -6.07], [-0.70, 2.27, -6.34], [-1.15, 1.24, -8.92], [-2.74, 1.30, -8.39], [-1.92, 2.81, -8.35], [-0.62, -1.35, -5.01], [-1.87, -0.27, -4.91], [-0.50, 1.73, -4.28], [1.06, 0.78, -4.30], [-0.17, 0.52, -3.13]]
}